(1)
# C3H3N3O

One molecule with the formula C3H3N3O (the ωB97M-V functional and the def2-TZVPD basis, OMol25).

Each line ends with the natural charge from an NBO analysis.
Element x y z (Å)
O  -1.679  0.986  -1.870  -0.473
N  -1.552  0.690  0.492  -0.590
N  1.751  -0.736  -1.093  -0.312
N  0.703  -0.304  -0.584  -0.188
C  0.587  -0.361  0.810  -0.160
C  -0.558  0.153  1.297  0.056
C  -1.515  0.790  -0.734  0.923
H  1.633  -0.594  -2.110  0.317
H  -0.788  0.178  2.356  0.215
H  1.379  -0.782  1.418  0.212

Properties
E_LUMO = -0.3 eV
ΔE to the lowest compared entry with this formula, charge and spin = 2.081 eV
E = -9675.37344 eV
total charge = 0

=====

(2)
# C3H3N3O

A 2-piece molecular cluster, C3H3N3O overall (the ωB97M-V functional and the def2-TZVPD basis, OMol25).

Each line ends with the natural charge from an NBO analysis.
Element x y z (Å)
O  -1.906  0.444  0.715  -0.530
N  0.913  2.622  -0.546  -0.039
N  2.027  -0.083  0.217  -0.601
N  -0.017  2.557  0.042  0.040
C  -0.260  -1.145  -0.024  -0.577
C  0.900  -0.508  0.071  0.525
C  -1.603  -0.656  0.307  0.409
H  -2.376  -1.437  0.150  0.114
H  2.491  0.376  -0.564  0.403
H  -0.170  -2.169  -0.369  0.255

Properties
E_LUMO = 0.4 eV
ΔE to the lowest compared entry with this formula, charge and spin = 0.955 eV
E = -9676.49923 eV
total charge = 0

=====

(3)
# C3H3N3O

A 2-piece molecular cluster, C3H3N3O overall (the ωB97M-V functional and the def2-TZVPD basis, OMol25).

Each line ends with the natural charge from an NBO analysis.
Element x y z (Å)
O  1.993  -1.090  -0.926  -0.481
N  0.727  1.408  1.959  -0.612
N  -2.033  -1.506  -0.758  -0.017
N  -2.187  -0.465  -0.427  0.011
C  0.474  0.973  0.847  0.465
C  0.312  0.531  -0.379  -0.567
C  0.823  -0.823  -0.821  0.426
H  0.012  1.352  2.679  0.386
H  -0.149  1.187  -1.113  0.268
H  0.027  -1.567  -1.061  0.121

Properties
E_LUMO = 0.7 eV
ΔE to the lowest compared entry with this formula, charge and spin = 1.464 eV
E = -9675.98983 eV
total charge = 0